Entry 1:
This record from the Open Molecules 2025 dataset describes the molecule C15H22BrNO. The level of theory is ωB97M-V/def2-TZVPD.

Element x y z (Å)
Br: -1.534 -0.766 3.161
C: -2.104 -1.893 1.743
C: -3.445 -2.111 1.512
C: -3.827 -2.920 0.453
C: -2.862 -3.494 -0.354
C: -1.514 -3.277 -0.116
C: -1.112 -2.472 0.944
O: 0.162 -2.192 1.289
C: 1.212 -2.511 0.401
C: 2.488 -1.846 0.918
C: 2.285 -0.373 1.283
C: 1.754 0.477 0.134
C: 1.654 1.956 0.550
N: 0.879 2.813 -0.311
C: 1.301 2.931 -1.691
C: 0.138 3.682 -2.328
H: 0.175 4.730 -2.033
H: 0.135 3.617 -3.415
C: -1.067 2.995 -1.686
H: -1.947 3.635 -1.659
H: -1.319 2.091 -2.243
C: -0.569 2.632 -0.280
H: -0.982 3.304 0.480
H: -0.864 1.609 -0.011
H: 2.246 3.478 -1.741
H: 1.436 1.957 -2.191
H: 1.202 2.014 1.545
H: 2.662 2.380 0.615
H: 0.759 0.129 -0.151
H: 2.411 0.378 -0.733
H: 1.587 -0.314 2.120
H: 3.241 0.033 1.618
H: 3.255 -1.945 0.147
H: 2.827 -2.378 1.808
H: 1.351 -3.600 0.351
H: 0.973 -2.146 -0.606
H: -0.778 -3.741 -0.753
H: -3.155 -4.123 -1.181
H: -4.874 -3.094 0.263
H: -4.181 -1.647 2.150

The SMILES is Brc1ccccc1OCCCCCN1CCCC1. Its largest force on an atom is 0.584 eV/A. For the energy relative to the best compared isomer or geometry (same formula, charge and spin), the calculation gives 0.1493 eV. For the LUMO energy, the calculation gives 0.8 eV. The total energy comes out at -89491.7843 eV. Its HOMO-LUMO gap is 8.721 eV.

Here are the natural (NBO) charges for atoms 1 to 6, given in e: 0.061, -0.150, -0.215, -0.238, -0.178, -0.319

Entry 2:
This record from the Open Molecules 2025 dataset describes a cluster of 2 separate species, C15H22ClFN3O2 in total. The level of theory is ωB97M-V/def2-TZVPD.

Element x y z (Å)
Cl: 2.262 3.964 -4.456
C: 2.501 2.200 -4.459
N: 2.082 1.578 -3.158
C: 2.909 2.100 -1.968
C: 2.503 1.416 -0.703
N: 1.477 0.444 -1.088
F: -0.003 -2.172 1.399
C: 1.938 -0.608 -1.992
C: 2.317 0.066 -3.278
C: 0.234 1.053 -1.580
C: 0.579 1.748 -2.861
H: 1.890 1.783 -5.241
H: 3.548 2.002 -4.590
H: 3.950 1.865 -2.215
H: 2.739 3.164 -1.928
H: 3.329 0.892 -0.216
H: 2.072 2.101 0.031
H: 2.766 -1.176 -1.568
H: 1.104 -1.314 -2.150
H: 1.703 -0.264 -4.103
H: 3.380 -0.050 -3.487
H: -0.485 0.241 -1.736
H: -0.174 1.720 -0.824
H: 0.406 2.819 -2.811
H: 0.067 1.301 -3.704
C: -5.533 -1.646 3.265
C: -4.025 -1.588 3.262
C: -3.373 -0.343 3.109
C: -1.949 -0.355 3.046
C: -1.258 -1.536 3.220
C: 0.157 -1.722 2.739
N: 1.004 -0.418 2.909
O: 2.210 -0.636 2.610
O: 0.630 0.684 3.384
C: -1.948 -2.733 3.220
C: -3.324 -2.811 3.218
H: -5.829 -2.673 3.485
H: -5.829 -0.974 4.082
H: -6.018 -1.302 2.328
H: -3.979 0.536 2.918
H: -1.491 0.582 2.684
H: 0.680 -2.547 3.171
H: -1.363 -3.644 2.954
H: -3.858 -3.747 3.084

Its largest force on an atom is 3.649 eV/A. For the energy relative to the best compared isomer or geometry (same formula, charge and spin), the calculation gives 0.4523 eV. For the LUMO energy, the calculation gives -2.8 eV. The total energy comes out at -39706.0130 eV. Its HOMO-LUMO gap is 8.512 eV. As for the charge: +1.

Here are the natural (NBO) charges for atoms 1 to 6, given in e: 0.015, -0.194, -0.212, -0.238, -0.256, -0.402

Entry 3:
This record from the Open Molecules 2025 dataset describes the molecule C15H22FNO3S. The level of theory is ωB97M-V/def2-TZVPD.

Element x y z (Å)
C: 5.804 0.316 0.297
C: 5.028 1.526 0.802
C: 3.650 1.664 0.152
C: 2.699 0.541 0.560
H: 2.670 0.473 1.650
H: 3.042 -0.417 0.175
C: 1.262 0.760 0.069
N: 0.391 -0.234 0.664
S: 0.324 -1.749 0.017
O: 1.596 -2.041 -0.579
O: -0.164 -2.634 1.030
C: -0.912 -1.697 -1.324
C: -0.430 -0.764 -2.420
O: -0.129 0.532 -1.961
C: 1.182 0.733 -1.471
H: 1.853 -0.044 -1.848
H: 1.505 1.705 -1.859
H: -1.220 -0.631 -3.168
H: 0.448 -1.209 -2.905
H: -1.014 -2.718 -1.679
H: -1.842 -1.362 -0.880
C: -0.667 0.158 1.571
C: -1.867 0.775 0.890
C: -3.048 0.057 0.735
C: -4.155 0.567 0.081
C: -4.094 1.845 -0.444
C: -2.941 2.594 -0.288
C: -1.849 2.067 0.378
H: -0.968 2.676 0.506
H: -2.893 3.598 -0.682
H: -4.947 2.254 -0.962
H: -5.043 -0.040 -0.006
F: -3.141 -1.192 1.246
H: -0.253 0.858 2.304
H: -0.959 -0.760 2.085
H: 0.915 1.738 0.414
H: 3.217 2.623 0.448
H: 3.770 1.673 -0.932
H: 5.605 2.430 0.590
H: 4.910 1.456 1.885
H: 5.915 0.360 -0.784
H: 5.293 -0.608 0.553
H: 6.796 0.292 0.743

The SMILES is CCCC[C@H]1COCCS(=O)(=O)N1Cc1ccccc1F. Its largest force on an atom is 1.049 eV/A. For the energy relative to the best compared isomer or geometry (same formula, charge and spin), the calculation gives 0.2695 eV. For the LUMO energy, the calculation gives 0.8 eV. The total energy comes out at -37096.7190 eV. Its HOMO-LUMO gap is 10.114 eV.

Here are the natural (NBO) charges for atoms 1 to 6, given in e: -0.608, -0.386, -0.400, -0.405, 0.206, 0.234

Entry 4:
This record from the Open Molecules 2025 dataset describes a structure of composition C15H22IrN5. The level of theory is ωB97M-V/def2-TZVPD.

Element x y z (Å)
C: -0.524 0.836 -2.235
C: -0.094 2.300 -2.294
C: 0.158 0.013 -3.359
C: -2.047 0.817 -2.422
H: -0.488 0.090 -4.241
H: 0.221 -1.052 -3.093
H: 1.170 0.360 -3.587
H: -0.265 2.602 -3.336
H: 0.957 2.468 -2.043
H: -0.719 2.899 -1.618
H: -2.257 1.533 -3.227
H: -2.551 1.158 -1.507
H: -2.424 -0.175 -2.706
C: 2.144 -0.462 1.051
C: 2.232 -0.721 -0.367
C: 2.089 0.573 -1.035
H: 2.580 -1.627 -0.859
C: 1.841 1.568 -0.007
C: 1.914 0.915 1.243
H: 1.868 1.425 2.202
H: 2.256 -1.213 1.824
H: 2.371 0.743 -2.066
H: 1.728 2.642 -0.163
C: -1.706 -1.302 1.246
C: -0.560 -2.106 1.224
C: -0.189 -2.366 -0.139
H: -0.072 -2.553 2.083
C: -1.219 -1.739 -0.979
C: -2.117 -1.013 -0.079
H: -3.021 -0.483 -0.370
H: -2.259 -1.023 2.136
H: 0.556 -3.072 -0.507
H: -1.381 -1.998 -2.020
Ir: 0.140 -0.227 -0.740
N: -1.330 -1.477 5.927
N: -0.538 -0.840 5.031
N: 0.772 -0.552 5.328
C: 1.171 -0.102 4.120
N: 0.206 -0.091 3.177
N: -0.891 -0.610 3.776
H: -2.276 -1.649 5.658
H: -1.029 -1.379 6.903
H: 2.184 0.267 3.992

Its largest force on an atom is 4.152 eV/A. For the energy relative to the best compared isomer or geometry (same formula, charge and spin), the calculation gives 0.2359 eV. For the LUMO energy (alpha / beta), the calculation gives -1.9 / -6.2 eV. The spin multiplicity is 6. The total energy comes out at -26184.1138 eV. Its HOMO-LUMO gap (alpha / beta) is 6.889 / 6.064 eV. As for the charge: +1.

Here are the natural (NBO) charges for atoms 1 to 6, given in e: -0.233, -0.634, -0.655, -0.638, 0.254, 0.217

Entry 5:
This record from the Open Molecules 2025 dataset describes the molecule C15H22N2O2. The level of theory is ωB97M-V/def2-TZVPD.

Element x y z (Å)
O: 0.456 2.141 -3.674
O: -1.516 -1.352 -0.228
C: 0.092 2.393 -2.552
C: -0.442 3.670 -2.280
C: -0.935 3.989 -1.065
N: 0.088 1.344 -1.604
C: 1.434 -3.146 -0.198
C: -0.689 -0.634 2.807
C: 0.701 0.104 -1.915
C: 1.792 -2.017 -1.225
C: -0.681 0.814 2.248
C: -1.017 3.012 0.100
C: -0.094 -3.008 0.095
C: -1.151 -1.800 1.818
C: 1.410 -0.574 -0.765
C: 0.085 0.806 0.897
C: 0.576 -0.618 0.531
C: -0.657 1.520 -0.297
N: -0.501 -1.608 0.435
H: -0.512 4.370 -3.139
H: -1.418 4.993 -0.987
H: 1.799 -4.097 -0.535
H: 1.861 -2.932 0.815
H: -1.398 -0.547 3.625
H: 0.374 -0.917 3.281
H: 1.406 0.214 -2.775
H: -0.062 -0.642 -2.278
H: 1.310 -2.280 -2.266
H: 2.859 -2.098 -1.315
H: -1.706 1.265 2.161
H: -0.047 1.343 2.957
H: -0.368 3.322 0.945
H: -1.958 3.049 0.558
H: -0.843 -3.353 -0.585
H: -0.216 -3.598 0.914
H: -0.817 -2.642 2.450
H: -2.220 -1.855 1.696
H: 2.220 -0.019 -0.521
H: 1.040 1.297 0.940
H: 1.298 -0.920 1.320
H: -1.555 1.012 -0.391

The SMILES is O=C1C=CC[C@@H]2[C@H]3CCC[N@+]4([O-])CCC[C@@H](CN12)[C@@H]34. Its largest force on an atom is 7.888 eV/A. For the energy relative to the best compared isomer or geometry (same formula, charge and spin), the calculation gives 5.9237 eV. For the LUMO energy, the calculation gives 0.6 eV. The total energy comes out at -22982.2977 eV. Its HOMO-LUMO gap is 8.669 eV.

Here are the natural (NBO) charges for atoms 1 to 6, given in e: -0.606, -0.732, 0.623, -0.302, -0.099, -0.451

Entry 6:
This record from the Open Molecules 2025 dataset describes the molecule C15H22N2O4. The level of theory is ωB97M-V/def2-TZVPD.

Element x y z (Å)
O: -0.378 0.834 1.036
C: 0.373 0.325 0.220
N: 0.258 0.553 -1.113
C: -0.768 1.418 -1.652
C: -0.270 2.861 -1.669
O: -1.285 3.667 -2.239
C: -1.050 0.922 -3.065
O: -0.153 0.464 -3.753
N: -2.339 0.883 -3.526
C: -2.820 -0.366 -4.145
C: -4.281 -0.410 -3.720
C: -4.179 0.270 -2.364
O: -3.323 1.374 -2.632
C: 1.506 -0.583 0.632
C: 2.513 0.039 1.643
C: 2.376 -1.225 2.485
C: 1.151 -1.660 1.691
C: 3.525 -2.118 2.906
C: 2.684 -1.414 3.905
C: 2.863 -0.538 5.081
C: 1.922 -1.733 5.130
H: 0.891 0.132 -1.774
H: -1.657 1.355 -1.031
H: -0.047 3.154 -0.639
H: 0.652 2.898 -2.260
H: -0.966 4.569 -2.307
H: -2.663 -0.350 -5.220
H: -2.266 -1.214 -3.734
H: -4.903 0.187 -4.385
H: -4.667 -1.427 -3.676
H: -5.106 0.689 -1.981
H: -3.742 -0.404 -1.615
H: 2.012 -1.006 -0.236
H: 3.504 0.277 1.259
H: 2.083 0.913 2.136
H: 0.217 -1.412 2.197
H: 1.127 -2.693 1.345
H: 3.404 -3.189 2.790
H: 4.535 -1.760 2.740
H: 3.788 -0.597 5.639
H: 2.406 0.443 5.046
H: 0.857 -1.535 5.134
H: 2.219 -2.591 5.719

The SMILES is O=C([C@H](CO)NC(=O)[C@H]1C[C@@]2(C1)C[C@]21CC1)N1CCCO1. Its largest force on an atom is 0.512 eV/A. For the energy relative to the best compared isomer or geometry (same formula, charge and spin), the calculation gives 5.5051 eV. For the LUMO energy, the calculation gives 0.7 eV. The total energy comes out at -27078.5736 eV. Its HOMO-LUMO gap is 9.932 eV.

Here are the natural (NBO) charges for atoms 1 to 6, given in e: -0.646, 0.683, -0.610, -0.168, -0.055, -0.718

Entry 7:
This record from the Open Molecules 2025 dataset describes the molecule C15H22N2O4. The level of theory is ωB97M-V/def2-TZVPD.

Element x y z (Å)
C: 1.888 -1.141 0.707
C: 2.121 0.273 1.076
C: 2.906 -1.779 -0.274
C: 2.374 -1.680 -1.794
C: 4.212 -1.333 0.086
C: 5.518 -1.812 -0.868
C: 0.101 1.380 -0.041
C: 0.151 2.864 -0.518
C: -0.946 0.990 0.965
C: -2.312 0.339 0.458
C: -2.837 -0.667 1.284
C: -2.883 0.465 -0.812
C: -4.002 -1.369 0.970
C: -3.963 -0.349 -1.256
C: -4.650 -1.142 -0.339
H: 0.361 -2.353 0.896
H: -0.307 -0.949 0.488
H: 2.038 -1.685 1.709
H: 2.594 -2.800 -0.185
H: 1.433 -2.196 -1.697
H: 2.225 -0.621 -2.081
H: 2.903 -2.221 -2.557
H: 4.360 -0.320 0.056
H: 4.484 -1.602 1.119
H: 5.552 -2.948 -0.920
H: 6.467 -1.501 -0.604
H: 5.358 -1.458 -1.926
H: 1.805 2.169 0.722
H: -0.063 0.677 -0.915
H: -0.346 0.349 1.640
H: -1.297 2.039 1.151
H: -2.410 -1.067 2.135
H: -2.455 1.240 -1.418
H: -4.403 -1.911 1.764
H: -4.452 -0.101 -2.207
H: -6.168 -2.156 0.292
H: 1.166 4.365 -0.958
N: 0.492 -1.564 0.273
N: 1.539 1.312 0.256
O: 2.819 0.622 1.952
O: -0.795 3.658 -0.478
O: -5.819 -1.880 -0.536
O: 1.403 3.422 -0.697

The SMILES is CC[C@H](C)[C@H](N)C(=O)N[C@@H](Cc1ccc(O)cc1)C(=O)O. Its largest force on an atom is 6.359 eV/A. For the energy relative to the best compared isomer or geometry (same formula, charge and spin), the calculation gives 5.5208 eV. For the LUMO energy, the calculation gives 0.6 eV. The total energy comes out at -27078.5578 eV. Its HOMO-LUMO gap is 9.443 eV.

Here are the natural (NBO) charges for atoms 1 to 6, given in e: -0.143, 0.692, -0.218, -0.618, -0.401, -0.600

Entry 8:
This record from the Open Molecules 2025 dataset describes the molecule C15H22N2O4S. The level of theory is ωB97M-V/def2-TZVPD.

Element x y z (Å)
C: -1.432 6.117 0.272
C: -2.502 5.055 0.492
H: -3.125 5.332 1.347
H: -3.144 4.980 -0.386
C: -1.882 3.682 0.753
N: -2.851 2.626 0.950
S: -3.555 1.994 -0.435
O: -3.838 3.013 -1.409
O: -4.642 1.179 0.023
C: -2.224 0.973 -1.029
C: -1.516 1.336 -2.160
C: -0.465 0.550 -2.582
C: -0.117 -0.604 -1.873
C: -0.847 -0.961 -0.740
C: -1.897 -0.164 -0.321
H: -2.477 -0.416 0.551
H: -0.598 -1.842 -0.171
O: 0.909 -1.319 -2.398
C: 1.421 -2.412 -1.681
C: 2.051 -1.979 -0.348
O: 2.115 -0.816 -0.008
N: 2.524 -2.986 0.407
C: 2.482 -4.405 0.113
C: 3.325 -5.036 1.223
H: 4.376 -5.046 0.932
C: 3.120 -4.078 2.395
H: 2.155 -4.263 2.867
C: 3.120 -2.718 1.709
H: 4.138 -2.336 1.576
H: 2.537 -1.956 2.230
H: 3.900 -4.162 3.148
H: 3.015 -6.054 1.445
H: 1.449 -4.773 0.155
H: 2.883 -4.616 -0.881
H: 2.197 -2.834 -2.327
H: 0.651 -3.177 -1.510
H: 0.111 0.804 -3.458
H: -1.806 2.228 -2.693
H: -3.555 2.840 1.640
H: -1.272 3.377 -0.101
H: -1.237 3.718 1.638
H: -0.818 5.864 -0.589
H: -1.891 7.086 0.094
H: -0.785 6.196 1.143

The SMILES is CCCNS(=O)(=O)c1ccc(OCC(=O)N2CCCC2)cc1. Its largest force on an atom is 0.933 eV/A. For the energy relative to the best compared isomer or geometry (same formula, charge and spin), the calculation gives 1.7472 eV. For the LUMO energy, the calculation gives 0.5 eV. The total energy comes out at -37917.2872 eV. Its HOMO-LUMO gap is 9.218 eV.

Here are the natural (NBO) charges for atoms 1 to 6, given in e: -0.604, -0.420, 0.189, 0.232, -0.226, -0.859